The following is a DFT calculation (the ωB97M-V functional and the def2-TZVPD basis) of 8 unconnected molecules or ions with the total composition C45H101N5O8.

The geometry in XYZ format:
```
159
Properties=species:S:1:pos:R:3:mulliken_charge:R:1
C 1.1746 1.6744 -6.2439 -1.839
C -0.1779 0.9520 -6.0615 2.202
C -0.1670 -0.1806 -6.9980 -2.248
C -0.3276 0.4320 -4.6781 -0.592
C -0.6732 1.4845 -3.6388 0.148
C -1.8599 2.2149 -4.1513 -1.502
C -1.6793 2.8043 -5.4888 2.289
C -3.0225 3.3716 -6.0081 -2.224
C -0.6522 3.9520 -5.4312 -1.774
N -1.2475 1.7764 -6.3761 0.210
O -1.1106 2.2603 -7.7580 -0.513
H 1.1171 2.2723 -7.1557 0.406
H 1.3811 2.4010 -5.4485 0.243
H 1.9992 0.9670 -6.2409 0.446
H 0.6712 -0.8624 -6.8024 0.368
H -1.0646 -0.8146 -6.8790 0.422
H -0.1032 0.1434 -8.0356 0.472
H -1.0415 -0.3921 -4.6500 -0.211
H 0.6530 0.0406 -4.3501 0.456
H -0.8695 1.0346 -2.6734 0.405
H 0.1816 2.1579 -3.6066 -0.701
H -2.2087 2.9866 -3.4456 0.502
H -2.7061 1.5010 -4.1688 0.251
H -3.7003 2.5594 -6.3130 0.423
H -2.8478 4.0073 -6.8781 0.456
H -3.5113 3.9514 -5.2322 0.462
H 0.1273 3.8071 -4.6808 0.234
H -1.1413 4.9083 -5.1710 0.459
H -0.1946 4.1344 -6.4069 0.324
H -1.9588 2.0613 -8.1784 0.351
C 5.1452 0.5793 -2.6680 -1.934
C 3.8235 0.8889 -2.0057 2.401
C 2.9587 1.6984 -2.9638 -1.742
C 3.1046 -0.3731 -1.6693 -1.069
C 3.5313 -1.0565 -0.3869 -1.079
C 3.5255 -0.0372 0.7291 -0.616
C 4.4377 1.1280 0.4594 1.983
C 4.1965 2.1186 1.5618 -1.703
C 5.8997 0.7588 0.5146 -1.960
N 3.9772 1.7235 -0.7684 0.910
O 4.7619 2.9158 -1.0664 -0.624
H 5.7704 1.4475 -2.7821 0.364
H 5.6530 -0.1825 -2.0667 0.410
H 4.9975 0.0466 -3.6148 0.459
H 3.3593 2.6980 -3.1874 0.353
H 2.9559 1.1956 -3.9377 0.222
H 1.9332 1.8450 -2.6353 -0.005
H 2.0267 -0.2386 -1.7383 -0.102
H 3.3329 -1.0852 -2.4891 0.458
H 2.8026 -1.8346 -0.1640 0.485
H 4.5029 -1.5354 -0.5364 0.541
H 3.7426 -0.4719 1.7175 0.139
H 2.4862 0.3115 0.7942 -0.128
H 4.7316 1.8184 2.4606 0.399
H 3.1218 2.1917 1.7569 0.059
H 4.5476 3.1205 1.3005 0.404
H 6.1180 0.3662 1.5170 0.453
H 6.5624 1.6033 0.3407 0.380
H 6.1671 -0.0468 -0.1661 0.333
H 4.1140 3.6109 -1.2363 0.303
C -2.2055 -7.2045 -4.8610 -1.878
C -2.7490 -5.7780 -4.6069 1.711
C -2.8114 -5.0300 -5.9084 -1.677
C -4.1446 -5.9366 -4.0760 -1.206
C -4.6914 -4.6914 -3.3588 -0.676
C -3.7192 -4.1184 -2.3195 -1.062
C -2.3411 -3.9523 -2.8736 2.181
C -2.3137 -2.6814 -3.6943 -2.207
C -1.3882 -3.7064 -1.6678 -2.359
N -1.9576 -5.1578 -3.5799 0.175
O -0.4995 -5.1034 -3.9856 -0.540
H -2.3591 -7.8719 -4.0047 0.402
H -2.6829 -7.6730 -5.7241 0.403
H -1.1280 -7.1897 -5.0734 0.366
H -3.4285 -5.5388 -6.6598 0.467
H -3.2533 -4.0445 -5.7981 0.369
H -1.8056 -4.9519 -6.3389 0.327
H -4.8243 -6.0399 -4.9458 0.353
H -4.3125 -6.8231 -3.4632 0.375
H -4.9621 -3.8786 -4.0625 0.283
H -5.6491 -4.8602 -2.8437 0.427
H -3.7402 -4.7692 -1.4377 0.435
H -4.1213 -3.1469 -2.0098 0.325
H -1.2847 -2.5292 -4.0211 0.636
H -2.5924 -1.8533 -3.0377 0.506
H -3.0150 -2.6958 -4.5096 0.332
H -1.5082 -4.4559 -0.8763 0.438
H -1.5809 -2.7286 -1.2364 0.337
H -0.3288 -3.7881 -1.9569 0.449
H -0.0191 -5.6253 -3.3252 0.341
C -1.5687 5.0139 4.6095 -1.518
C -1.2101 3.6369 4.0426 1.220
C 0.0013 3.8676 3.0938 -1.797
C -0.7343 2.7299 5.1148 -0.914
C -1.8481 2.1775 5.9731 -0.473
C -2.8813 1.5200 5.0595 -1.125
C -3.3552 2.3802 3.9155 1.774
C -4.0830 1.5047 2.8924 -2.137
C -4.3720 3.3629 4.4825 -1.801
N -2.2585 3.0239 3.2655 1.227
O -2.7214 3.9258 2.2027 -0.545
H -0.6434 5.5406 4.8575 0.437
H -1.9188 5.6762 3.7811 0.404
H -2.3031 5.0036 5.3954 0.302
H 0.1903 2.9488 2.5199 -0.031
H -0.2153 4.6322 2.3346 0.587
H 0.9100 4.1417 3.6258 0.409
H -0.1801 1.8779 4.6768 -0.449
H 0.0118 3.2354 5.7371 0.633
H -1.4729 1.4949 6.7184 0.358
H -2.2469 3.0907 6.4461 0.348
H -3.7189 1.1514 5.6526 0.418
H -2.3739 0.6301 4.6337 0.071
H -4.9479 1.0308 3.3637 0.505
H -3.4335 0.7534 2.4463 0.274
H -4.4655 2.1280 2.0740 0.435
H -5.3254 2.8659 4.6525 0.477
H -4.5704 4.2234 3.8200 0.250
H -4.0254 3.8007 5.4185 0.339
H -2.9218 4.8291 2.5785 0.332
C 2.2220 -1.4156 8.4951 -2.161
C 1.8605 -1.1083 7.0870 2.056
C 0.9292 0.0880 7.0867 -1.618
C 3.1500 -0.6225 6.4981 -1.704
C 3.0839 -0.5216 4.9770 0.244
C 2.7096 -1.8489 4.4933 -1.782
C 1.3875 -2.2911 4.9658 2.404
C 0.2915 -1.5269 4.2574 -1.387
C 1.2347 -3.7469 4.5887 -2.169
N 1.3772 -2.2125 6.3937 0.131
O 0.1647 -2.7985 7.0244 -0.508
H 2.8938 -2.2720 8.5191 0.486
H 2.6421 -0.5266 8.9452 0.365
H 1.3328 -1.6976 9.0768 0.359
H 1.3380 1.0030 7.5320 0.368
H 0.6675 0.3610 6.0624 0.239
H 0.0024 -0.0827 7.6623 0.519
H 3.4158 0.3687 6.8663 0.506
H 3.9697 -1.3193 6.7002 0.405
H 2.3685 0.2428 4.6480 0.024
H 4.0487 -0.2591 4.5358 0.371
H 3.5495 -2.5061 4.7960 0.393
H 2.7942 -1.9521 3.3962 0.243
H 0.4523 -0.4509 4.3420 -0.260
H -0.6739 -1.7647 4.7217 0.384
H 0.2765 -1.7519 3.1978 0.479
H 0.2220 -4.1025 4.8326 0.418
H 1.9182 -4.4127 5.1178 0.462
H 1.3781 -3.8680 3.5146 0.363
H -0.6179 -2.1923 6.8976 0.350
O -1.6022 1.8307 0.2535 -0.499
H -0.6754 2.1667 0.2267 0.296
H -2.0542 2.4362 0.8884 0.346
O 0.3135 -0.6285 0.5745 -0.363
H -0.0267 -0.8635 -0.3057 0.174
H 0.0255 0.3034 0.6922 0.179
O 1.1736 2.6609 -0.1420 -0.468
H 2.0849 2.4842 -0.5408 0.105
H 1.1446 3.6128 0.0755 0.188
```

Computed properties:
LUMO	0.28	eV
E_HOMO	-8.24	eV
E_tot	-2650.6462	Eh
Kohn-Sham gap	8.5149	eV

The following is a DFT calculation (the ωB97M-V functional and the def2-TZVPD basis) of a molecular structure, C45H102AsF6N6O6.

The geometry in XYZ format:
```
166
Properties=species:S:1:pos:R:3:mulliken_charge:R:1
As 0.1524 0.4627 -0.8766 2.299
F -0.9449 1.8445 -0.7237 -0.441
F 0.5224 1.0919 -2.4657 -0.575
F 1.1408 -0.9758 -1.0520 -0.718
F -0.2938 -0.0154 0.8180 -0.333
F -1.1282 -0.5518 -1.6185 -0.574
F 1.5603 1.3329 -0.1862 -0.241
C 2.2013 -0.6909 6.8737 -1.449
C 2.2891 -2.0206 6.0549 1.210
C 0.9380 -2.7611 5.8759 -1.327
C -0.1273 -2.2903 4.8580 -0.895
C 0.5341 -2.3127 3.4987 -1.279
C 1.8072 -1.4308 3.4596 2.333
N 2.7612 -1.7213 4.6218 0.912
O 4.0079 -1.3871 4.5393 -0.294
C 1.3616 0.0250 3.4646 -1.668
C 2.6074 -1.7933 2.1854 -1.674
C 3.2652 -3.0273 6.6884 -1.691
H 2.9706 0.0764 6.7738 0.396
H 2.1506 -0.8998 7.9414 0.415
H 1.3592 -0.0837 6.5380 0.330
H 0.4417 -2.8225 6.8453 0.541
H 1.1430 -3.8071 5.6445 0.447
H -0.7055 -1.3910 5.0694 0.404
H -0.8527 -3.1048 4.8785 0.426
H -0.1672 -2.2644 2.6648 -0.306
H 0.8427 -3.3383 3.2767 0.717
H 2.1801 0.7002 3.2183 0.506
H 0.7961 0.3186 4.3525 0.628
H 0.4709 0.2300 2.8697 -0.149
H 2.7207 -2.8423 1.9147 0.524
H 3.5809 -1.3016 2.2377 0.607
H 2.3454 -1.3338 1.2295 -0.106
H 2.8406 -3.4050 7.6190 0.440
H 4.1993 -2.6463 7.1063 0.439
H 3.6500 -3.7983 6.0216 0.407
C 0.7176 4.4567 -0.8417 -1.144
C 1.2456 5.3325 0.2574 1.535
C 0.3502 6.5158 0.5682 -1.534
C -0.8989 6.2132 1.4521 -0.412
C -0.4456 5.6177 2.7577 -1.462
C 0.4604 4.3593 2.6056 1.664
N 1.5516 4.5840 1.5680 0.673
O 2.5635 3.7497 1.6384 -0.272
C -0.3782 3.1724 2.1569 -0.550
C 1.1135 4.2254 3.9926 -1.635
C 2.6024 5.9316 -0.1644 -1.374
H 1.3972 3.6740 -1.1783 -0.022
H 0.6063 5.0827 -1.7277 0.684
H -0.2524 3.9955 -0.6667 -0.009
H 0.0333 7.0864 -0.3063 0.550
H 0.8394 7.3663 1.0477 0.392
H -1.6044 5.4875 1.0408 -0.027
H -1.4842 7.0922 1.7203 0.541
H -1.2739 5.4156 3.4356 0.611
H 0.0375 6.5182 3.1434 0.327
H -0.9523 3.3651 1.2515 -0.196
H -1.1736 2.9850 2.8795 0.767
H 0.2370 2.2812 2.0387 -0.467
H 1.8471 5.0049 4.1931 0.487
H 1.4742 3.2126 4.1728 0.204
H 0.3312 4.3684 4.7384 0.453
H 3.3824 5.1708 -0.1555 0.087
H 2.9154 6.7634 0.4642 0.498
H 2.5537 6.2197 -1.2141 0.435
C -5.0601 -6.4356 -0.5004 -1.618
C -3.5967 -5.9692 -0.7811 1.340
C -3.5421 -5.5243 -2.2737 -1.536
C -2.3469 -4.6110 -2.6790 -0.626
C -2.1569 -3.4681 -1.7332 -0.494
C -2.0319 -3.8676 -0.2326 1.907
N -3.2517 -4.7178 0.0369 0.828
O -3.7290 -4.6887 1.2456 -0.303
C -2.1401 -2.6224 0.5823 -1.643
C -0.6278 -4.5482 0.0249 -1.491
C -2.6215 -7.1509 -0.5452 -1.522
H -5.6654 -6.9226 -1.2644 0.386
H -5.6535 -5.5417 -0.2979 0.459
H -5.1459 -7.0632 0.3865 0.382
H -4.4625 -4.9773 -2.4860 0.489
H -3.6088 -6.4256 -2.8821 0.476
H -2.5475 -4.3126 -3.7078 0.476
H -1.4738 -5.2634 -2.7463 0.298
H -3.0429 -2.8324 -1.7842 0.630
H -1.2921 -2.8692 -2.0150 -0.602
H -1.2447 -2.0019 0.5233 -0.399
H -2.2633 -2.7462 1.6588 0.657
H -2.9825 -2.0222 0.2370 0.854
H 0.2454 -4.0293 -0.3727 0.063
H -0.5193 -5.4734 -0.5396 0.398
H -0.5107 -4.6193 1.1056 0.429
H -3.0116 -8.1198 -0.8567 0.463
H -2.3993 -7.2913 0.5134 0.406
H -1.6836 -7.0515 -1.0907 0.320
C -7.4626 1.1838 0.4275 -1.299
C -6.5629 2.4224 0.3289 -0.227
N -5.5329 2.4704 -0.8327 0.209
C -4.8651 3.8433 -0.7781 -1.091
C -4.5233 1.3054 -0.6417 -0.443
C -3.7818 1.3356 0.7050 -0.680
C -6.3676 2.1951 -2.1352 -0.533
C -5.6625 2.5157 -3.4575 -0.901
O -4.4511 1.7774 -3.6214 -0.168
C -3.6759 2.3581 -4.6671 -0.899
H -7.0399 0.2082 0.1852 0.263
H -8.4024 1.2211 -0.1234 0.399
H -7.7941 1.0430 1.4571 0.414
H -5.8554 2.4552 1.1570 0.373
H -7.1149 3.3613 0.3544 0.552
H -3.9427 3.7511 -1.3480 0.226
H -4.7292 4.0471 0.2819 0.574
H -5.6567 4.4603 -1.2006 0.422
H -3.7979 1.4678 -1.4370 0.358
H -5.1469 0.4274 -0.7955 0.496
H -4.2118 0.8907 1.6035 0.452
H -3.5492 2.3593 1.0020 0.342
H -2.8218 0.8190 0.6758 -0.560
H -7.2241 2.8560 -2.0115 0.458
H -6.5818 1.1284 -2.1741 0.368
H -5.3890 3.5728 -3.4661 0.406
H -6.3158 2.2740 -4.2972 0.511
H -4.2147 2.2887 -5.6157 0.390
H -2.7599 1.8011 -4.8568 0.229
H -3.4890 3.4321 -4.6100 0.372
C 4.6636 1.1634 0.6598 -1.172
N 5.2154 1.8970 -0.5664 0.346
C 4.1069 2.3668 -1.4622 0.187
C 5.8388 3.2343 -0.0628 -0.430
C 6.1529 1.0064 -1.4327 -0.327
C 7.3426 0.3477 -0.7422 -0.685
O 8.1277 1.4489 -0.3411 -0.513
H 5.5593 0.9215 1.2272 0.584
H 4.1244 0.2925 0.2861 0.435
H 3.8770 1.7905 1.0740 0.142
H 4.4574 2.8815 -2.3552 0.544
H 3.4544 2.9803 -0.8452 -0.189
H 3.6074 1.4477 -1.7688 -0.382
H 6.4787 3.1152 0.8088 0.381
H 5.0612 3.9836 0.0711 -0.086
H 6.4745 3.6574 -0.8407 0.379
H 6.4161 1.4730 -2.3808 0.520
H 5.5109 0.1714 -1.7230 0.146
H 7.9614 -0.1377 -1.4985 0.411
H 7.0300 -0.2825 0.0913 0.337
H 8.9117 1.1794 0.1476 0.342
C 2.3530 -1.0268 -4.1621 -0.940
N 2.6862 -2.5080 -4.3317 0.383
C 4.1468 -2.7589 -4.1732 -0.914
C 1.9091 -3.3349 -3.3526 -1.307
C 2.3767 -2.9335 -5.7525 -0.426
C 0.9466 -2.6025 -6.1893 -0.732
O -0.0060 -3.3983 -5.5549 -0.426
H 1.2695 -0.9338 -4.1522 0.424
H 2.9708 -0.3701 -4.7728 0.405
H 2.6184 -0.6325 -3.1791 -0.037
H 4.7022 -2.2677 -4.9703 0.400
H 4.2213 -3.8365 -4.3212 0.438
H 4.5572 -2.5172 -3.1940 0.262
H 2.4184 -3.2420 -2.3924 0.411
H 2.1132 -4.3881 -3.5445 0.412
H 0.8702 -3.0160 -3.3597 0.562
H 2.4288 -4.0222 -5.7620 0.377
H 3.0720 -2.5009 -6.4702 0.466
H 0.8452 -2.8425 -7.2485 0.588
H 0.6796 -1.5629 -5.9957 0.240
H -0.6794 -3.6605 -6.1875 0.339
```

Computed properties:
LUMO	-13.58	eV
E_HOMO	-19.11	eV
E_tot	-5388.6699	Eh
net charge	+5
Kohn-Sham gap	5.5319	eV